[1]
Formula: CH2N2O2S
Source: the Open Molecules 2025 dataset
Level of theory: wB97M-V/def2-TZVPD

The total charge is 0. The value obtained for the HOMO energy (alpha / beta) is -8.5228 / -8.6558 eV. As for the HOMO-LUMO gap (alpha / beta): 8.398 / 8.286 eV. For the relative energy (zero: lowest compared OMol25 entry of this formula, charge and spin), the calculation gives 5.306 eV. As for the total energy: -697.35595 a.u.

Last column: Mulliken charge in e.
Positions of all 8 atoms, in Å:
C1 1.52 0.09 4.29  0.145
N1 1.04 0.76 -0.20  0.237
N2 0.65 0.16 0.88  -0.613
O1 2.03 2.05 1.30  -0.569
O2 1.80 -0.74 3.54  -0.149
S1 2.10 1.87 -0.15  0.341
H1 0.67 0.52 -1.13  0.253
H2 0.94 0.65 1.73  0.356

[2]
Formula: C12H22BrNO5PS
Source: the Open Molecules 2025 dataset
Level of theory: wB97M-V/def2-TZVPD

The total charge is +1. The value obtained for the HOMO energy is -12.2695 eV. As for the HOMO-LUMO gap: 9.273 eV. As for the total energy: -4214.80363 a.u.

Last column: Mulliken charge in e.
Positions of all 43 atoms, in Å:
O1 -1.22 -5.63 0.72  -0.456
P1 0.28 -5.56 0.09  0.185
Br1 1.46 -5.44 1.95  -0.166
C1 0.43 -3.71 -0.26  -0.605
C2 -0.55 -2.76 0.41  -0.019
C3 -1.80 -2.79 -0.49  -0.844
C4 -1.30 -3.16 -1.90  -0.272
S1 -2.14 -4.67 -2.46  -0.139
N1 0.19 -3.41 -1.73  -0.132
H1 -1.74 -6.33 0.27  0.345
H2 1.47 -3.47 -0.04  0.699
H3 -0.11 -1.77 0.35  -0.323
H4 -0.80 -3.06 1.42  0.578
H5 -2.52 -3.52 -0.15  0.338
H6 -2.27 -1.81 -0.49  0.327
H7 -1.45 -2.39 -2.64  0.494
H8 -1.45 -4.83 -3.60  0.174
H9 0.50 -4.19 -2.30  0.376
H10 0.71 -2.58 -2.00  0.399
O2 0.00 0.39 0.29  -0.695
C5 0.61 0.52 1.32  0.696
O3 1.49 -0.42 1.71  -0.370
C6 2.03 -0.09 3.02  -0.414
C7 1.82 1.41 3.15  -0.598
C8 0.55 1.63 2.33  0.001
H11 1.47 -0.66 3.76  0.266
H12 3.07 -0.40 3.04  0.325
H13 1.74 1.74 4.19  0.370
H14 2.65 1.95 2.68  0.269
H15 -0.36 1.50 2.93  0.279
H16 0.52 2.60 1.84  -0.071
O4 1.13 4.25 0.60  -0.635
C9 0.42 4.65 -0.28  0.552
O5 -0.66 5.42 -0.03  -0.350
C10 -1.39 5.68 -1.24  -0.422
C11 -0.37 5.47 -2.37  -0.470
C12 0.53 4.39 -1.77  -0.383
H17 -2.22 4.97 -1.30  0.257
H18 -1.78 6.69 -1.19  0.311
H19 -0.84 5.19 -3.31  0.327
H20 0.19 6.38 -2.53  0.266
H21 0.17 3.38 -1.95  0.206
H22 1.57 4.45 -2.08  0.327

[3]
Formula: H68O34
Source: the Open Molecules 2025 dataset
Level of theory: wB97M-V/def2-TZVPD

The total charge is 0. The value obtained for the HOMO energy is -10.5776 eV. As for the HOMO-LUMO gap: 10.112 eV. For the relative energy (zero: lowest compared OMol25 entry of this formula, charge and spin), the calculation gives 0.883 eV. As for the total energy: -2599.12270 a.u.

Last column: Mulliken charge in e.
Positions of all 102 atoms, in Å:
O1 0.96 3.24 -0.90  -0.412
H1 0.67 3.56 -1.78  0.283
H2 0.69 2.32 -0.84  0.324
O2 4.51 2.07 -3.33  -0.692
H3 5.07 1.58 -2.71  0.317
H4 3.70 1.53 -3.28  0.370
O3 -0.67 -0.38 2.35  -0.669
H5 -0.29 -1.24 2.10  0.167
H6 -1.15 -0.06 1.55  0.580
O4 -1.79 4.08 2.39  -0.619
H7 -2.50 4.69 2.64  0.286
H8 -1.96 3.25 2.88  0.373
O5 -4.38 -2.23 2.55  -0.662
H9 -4.31 -1.27 2.64  0.301
H10 -4.98 -2.59 3.23  0.253
O6 -4.40 2.76 -1.85  -0.632
H11 -4.40 3.70 -2.07  0.308
H12 -4.96 2.65 -1.07  0.385
O7 1.06 4.55 1.59  -0.655
H13 0.99 4.00 0.82  0.378
H14 0.14 4.68 1.87  0.317
O8 -2.17 1.52 3.97  -0.718
H15 -1.63 1.70 4.76  0.277
H16 -1.72 0.72 3.58  0.293
O9 0.86 -0.44 -5.26  -0.685
H17 1.25 0.01 -4.50  0.381
H18 1.25 -1.32 -5.27  0.266
O10 4.35 3.69 -0.71  -0.753
H19 3.42 3.60 -0.47  0.386
H20 4.37 3.48 -1.65  0.346
O11 -1.23 2.18 -4.77  -0.740
H21 -0.34 1.81 -4.74  0.286
H22 -1.75 1.58 -4.22  0.388
O12 3.84 -3.28 -0.30  -0.635
H23 3.54 -3.78 0.46  0.218
H24 4.35 -2.54 0.07  0.551
O13 -1.67 -1.79 -1.10  -0.607
H25 -0.76 -1.90 -0.81  0.488
H26 -2.22 -1.24 -0.48  0.057
O14 -1.86 2.11 -1.08  -0.539
H27 -2.71 2.35 -1.47  0.260
H28 -1.52 2.91 -0.65  0.209
O15 -0.11 -3.29 1.75  -0.706
H29 0.23 -3.54 2.60  0.198
H30 -1.07 -3.51 1.62  0.359
O16 -1.36 -0.28 -3.43  -0.507
H31 -0.68 -0.44 -4.11  0.374
H32 -1.32 -1.07 -2.86  0.163
O17 2.80 -1.53 4.15  -0.634
H33 2.62 -0.76 3.61  0.316
H34 3.45 -1.23 4.78  0.325
O18 2.43 0.06 -2.76  -0.501
H35 2.58 -0.91 -2.69  0.319
H36 1.94 0.26 -1.95  0.169
O19 5.14 -1.60 1.03  -0.702
H37 4.85 -2.09 1.79  0.261
H38 5.45 -0.78 1.47  0.331
O20 -5.76 -0.26 -1.90  -0.668
H39 -5.30 0.44 -2.40  0.326
H40 -5.10 -0.97 -1.89  0.326
O21 -4.62 0.62 2.69  -0.719
H41 -4.09 1.17 3.29  0.318
H42 -5.05 1.17 2.02  0.384
O22 0.09 4.19 -3.68  -0.711
H43 -0.52 3.50 -4.06  0.487
H44 0.72 4.39 -4.38  0.276
O23 4.27 2.94 2.04  -0.598
H45 4.36 3.42 1.20  0.297
H46 3.43 3.23 2.41  0.274
O24 -5.79 1.75 0.38  -0.797
H47 -5.95 0.87 -0.03  0.364
H48 -6.62 2.17 0.63  0.276
O25 -0.37 -4.13 -2.24  -0.746
H49 -1.17 -3.60 -2.17  0.420
H50 0.27 -3.52 -1.79  0.288
O26 -1.49 -5.62 0.12  -0.684
H51 -0.68 -5.24 0.49  0.292
H52 -1.25 -5.78 -0.81  0.334
O27 1.90 0.81 2.46  -0.458
H53 2.33 1.48 1.92  0.300
H54 1.04 0.57 2.09  0.281
O28 2.95 -2.77 -2.90  -0.687
H55 2.23 -3.38 -3.10  0.288
H56 3.51 -3.24 -2.25  0.273
O29 -2.73 0.12 0.56  -0.358
H57 -2.55 1.04 0.21  0.359
H58 -3.23 0.25 1.41  0.111
O30 5.01 0.53 3.20  -0.644
H59 4.09 0.81 3.08  0.384
H60 5.40 1.40 3.08  0.303
O31 2.74 -3.94 2.54  -0.613
H61 2.71 -3.14 3.13  0.359
H62 3.62 -4.26 2.78  0.270
O32 0.83 -2.18 -0.40  -0.456
H63 0.65 -2.61 0.45  0.318
H64 1.74 -2.45 -0.61  0.091
O33 0.36 0.55 -0.51  0.582
H65 0.57 -0.35 -0.23  -0.135
H66 -0.59 0.59 -0.73  -0.143
O34 -2.59 -4.09 1.85  -0.731
H67 -3.25 -3.38 1.88  0.382
H68 -2.75 -4.64 1.06  0.393

[4]
Formula: C19H32O7SiTl
Source: the Open Molecules 2025 dataset
Level of theory: wB97M-V/def2-TZVPD

The total charge is -1. The value obtained for the HOMO energy is -5.9316 eV. As for the HOMO-LUMO gap: 8.479 eV. As for the total energy: -1732.19028 a.u.

Last column: Mulliken charge in e.
Positions of all 60 atoms, in Å:
Tl1 -0.79 -0.45 -0.31  0.924
O1 -1.92 1.44 1.40  -0.614
C1 -2.78 0.59 2.02  0.272
C2 -4.14 0.75 1.79  -0.749
C3 -5.06 -0.08 2.41  -0.343
C4 -4.63 -1.06 3.28  -0.554
C5 -3.27 -1.23 3.51  -0.577
C6 -2.34 -0.43 2.87  0.727
C7 -0.84 -0.72 3.07  0.435
O2 -0.51 -1.45 4.00  -0.741
O3 -0.07 -0.19 2.20  -0.819
H1 -1.01 1.20 1.72  0.485
H2 -4.46 1.53 1.11  0.417
H3 -6.11 0.05 2.20  0.368
H4 -5.35 -1.70 3.77  0.373
H5 -2.91 -2.01 4.17  0.458
C8 0.77 -0.48 -3.75  -1.287
C9 1.93 0.46 -4.10  1.795
C10 3.26 -0.30 -3.98  -1.912
C11 1.76 0.97 -5.53  -1.539
O4 2.00 1.55 -3.23  0.070
Si1 0.73 2.31 -2.48  -0.977
O5 0.16 1.49 -1.27  -0.206
O6 -0.37 2.54 -3.69  -0.161
C12 -1.33 3.55 -3.81  1.749
C13 -1.95 3.87 -2.45  -1.507
C14 -0.65 4.81 -4.37  -1.424
C15 -2.41 3.04 -4.77  -1.890
O7 1.29 3.81 -2.12  0.194
C16 2.53 4.14 -1.55  1.714
C17 3.60 4.17 -2.65  -1.411
C18 2.92 3.14 -0.47  -1.409
C19 2.37 5.54 -0.94  -1.880
H6 0.70 -1.28 -4.48  0.487
H7 -0.14 0.10 -3.74  0.220
H8 0.93 -0.90 -2.76  0.102
H9 3.28 -1.15 -4.66  0.437
H10 3.39 -0.66 -2.96  0.388
H11 4.09 0.36 -4.21  0.368
H12 1.73 0.16 -6.25  0.459
H13 2.59 1.63 -5.78  0.347
H14 0.84 1.54 -5.58  0.117
H15 -1.17 4.24 -1.79  0.189
H16 -2.35 2.96 -2.01  0.340
H17 -2.74 4.61 -2.54  0.520
H18 0.14 5.09 -3.69  0.048
H19 -1.36 5.63 -4.48  0.476
H20 -0.21 4.58 -5.34  0.331
H21 -2.89 2.17 -4.34  0.385
H22 -1.96 2.76 -5.72  0.356
H23 -3.16 3.81 -4.95  0.426
H24 3.62 3.19 -3.11  0.059
H25 4.58 4.41 -2.25  0.462
H26 3.33 4.90 -3.41  0.334
H27 3.05 2.16 -0.93  0.182
H28 2.11 3.06 0.25  0.289
H29 3.83 3.44 0.04  0.516
H30 2.05 6.24 -1.71  0.354
H31 3.30 5.89 -0.51  0.436
H32 1.61 5.51 -0.16  0.388

Q: total charge of number 4 (C19H32O7SiTl)?
A: -1

Q: Look up the total charge of the second one.
A: +1